# 1
A structure of composition C6H19AgBrN5O3 in a non-equilibrium geometry. Source: OMol25; level of theory: the ωB97M-V functional and the def2-TZVPD basis.

LUMO (eV): -4.26
Strongest force on any atom (Eh/bohr): 0.122
Gap between HOMO and LUMO (hartree): 0.11998
Calculated total energy (Ha): -3460.3378
HOMO energy (eV): -7.53

```
35
C6H19AgBrN5O3, DFT the ωB97M-V functional and the def2-TZVPD basis
Ag 13.44712 16.82133 22.19317
Br 14.89251 13.11204 19.05053
C 15.43141 15.54856 11.97123
C 15.20915 14.13687 11.14308
C 16.51019 13.46795 10.76652
O 16.26494 12.33887 9.85932
C 17.40078 11.95361 9.05817
N 14.56645 13.33675 12.12449
H 16.41706 15.92920 11.70347
H 15.40454 15.40296 13.05113
H 14.71096 16.29551 11.63791
H 14.58747 14.27197 10.25800
H 17.06940 13.15543 11.64840
H 17.13170 14.20416 10.25679
H 17.29010 10.91372 8.75081
H 18.29969 11.94572 9.67461
H 17.57021 12.75818 8.34258
H 15.23324 13.27313 12.88043
H 14.39358 12.49954 11.58662
C 18.85286 7.33064 18.36729
O 19.36651 6.29740 18.14036
N 18.39560 7.71526 19.53788
N 18.69111 8.16117 17.42872
H 18.31895 6.95146 20.19426
H 17.95247 8.61708 19.64016
H 18.21813 9.04160 17.57437
H 18.82816 7.66723 16.55847
C 21.35260 15.86466 14.18023
O 21.14481 17.06070 14.32311
N 21.03309 14.92718 15.05718
N 22.09518 15.40288 13.22570
H 20.43315 15.03212 15.86289
H 21.37928 14.01768 14.78689
H 22.42356 14.44832 13.19267
H 22.34827 16.01534 12.46350
```

# 2
An isolated molecule of C4H7NO in a non-equilibrium geometry. Source: OMol25; level of theory: the ωB97M-V functional and the def2-TZVPD basis.

LUMO (eV): 0.90
SMILES: O[C@H]1CN2C[C@@H]12
Strongest force on any atom (Eh/bohr): 0.037
Gap between HOMO and LUMO (hartree): 0.37711
Calculated total energy (Ha): -286.4965
HOMO energy (eV): -9.36

```
13
C4H7NO, DFT the ωB97M-V functional and the def2-TZVPD basis
O -0.52807 2.03337 0.26322
C 0.06934 0.82602 0.66572
C -0.40179 -0.77011 0.99969
N 0.53623 -1.23354 -0.03095
C -0.00122 -0.64278 -1.23862
C 0.91001 0.16448 -0.38204
H -0.72198 1.98712 -0.68651
H 0.36488 0.92006 1.68737
H -1.42018 -1.15308 0.89278
H -0.01801 -1.09646 1.98848
H -1.06937 -0.41448 -1.24678
H 0.38963 -1.07251 -2.15146
H 1.89053 0.45191 -0.76090
```

# 3
A structure of composition C32H26CrNO4 in a non-equilibrium geometry. Source: OMol25; level of theory: the ωB97M-V functional and the def2-TZVPD basis.

LUMO (alpha / beta) (eV): -5.74 / -8.73
Strongest force on any atom (Eh/bohr): 0.092
Gap between HOMO and LUMO (alpha / beta) (hartree): 0.24139 / 0.18843
Net charge: +2
Calculated total energy (Ha): -2634.5128
2S+1: 4
HOMO energy (alpha / beta) (eV): -12.31 / -13.85

```
64
C32H26CrNO4, DFT the ωB97M-V functional and the def2-TZVPD basis
C -1.90649 0.84343 -0.68147
C -2.79038 -0.28439 -1.08009
N -2.25678 -1.56969 -1.11270
C -3.06138 -2.72350 -1.28995
C -2.82290 -3.92262 -0.45022
C -3.37382 -5.10467 -0.77375
C -3.20152 -6.32500 0.06411
C -1.81275 -6.37405 0.72676
C -1.40950 -5.03593 1.28180
C -0.53628 -4.96607 2.35528
C -0.21443 -3.75508 2.93022
C -0.78767 -2.59683 2.45238
C -1.65905 -2.65032 1.38685
C -1.95684 -3.85483 0.75163
C -4.07369 -2.66222 -2.16020
O -3.95112 -0.05585 -1.34902
H -0.96279 0.48763 -0.27081
H -1.70081 1.48585 -1.53609
H -2.40156 1.44611 0.07935
H -1.26942 -1.70014 -0.90648
H -3.96747 -5.18773 -1.66553
H -3.97475 -6.32741 0.84351
H -3.37377 -7.22908 -0.53575
H -1.80185 -7.11740 1.53494
H -1.05721 -6.70566 0.00565
H -0.11214 -5.87657 2.74206
H 0.46958 -3.71862 3.76255
H -0.54185 -1.64966 2.90418
H -2.13840 -1.75038 1.04678
H -4.77676 -3.45514 -2.29714
H -4.23328 -1.75808 -2.71001
O 3.47553 6.66126 -2.57033
C 3.28621 5.54147 -2.65506
Cr 2.91821 3.71918 -2.79421
C 3.74201 3.39315 -1.14422
O 4.21906 3.18574 -0.13014
C 4.44298 3.31048 -3.77088
O 5.36529 3.04309 -4.38471
C 1.53711 3.84601 -4.45003
C 0.97817 4.51571 -3.32846
C 0.89405 3.86338 -2.07816
C 1.33763 2.50321 -1.93495
C 1.29736 1.86950 -0.69415
C 1.40545 1.39077 0.45892
C 1.61061 0.97292 1.70104
C 1.61550 1.82574 2.83815
C 1.87701 1.32209 4.12359
C 1.89564 2.15665 5.21446
C 1.65500 3.50910 5.05953
C 1.38882 4.02758 3.80634
C 1.36795 3.20215 2.70977
C 1.89209 1.83904 -3.08388
C 1.97446 2.50122 -4.32834
H 1.62401 4.36296 -5.40912
H 0.64406 5.55057 -3.42685
H 0.50350 4.39037 -1.20641
H 1.86211 -0.06364 1.84156
H 2.07622 0.27131 4.24196
H 2.10795 1.75460 6.19190
H 1.68400 4.15748 5.91850
H 1.20296 5.08263 3.69139
H 1.17749 3.60881 1.73283
H 2.23113 0.80567 -2.98683
H 2.36751 1.97370 -5.20206
```

# 4
A cluster of 4 separate species, C31H68ClN3O6S in total in a non-equilibrium geometry. Source: OMol25; level of theory: the ωB97M-V functional and the def2-TZVPD basis.

LUMO (eV): 0.44
SMILES: CCSC[C@]1(COCOCCO)OC(=O)O[C@@H]1CCCCl.CCN(CC)CC.CCN(CC)CC.CCN(CC)CC
Strongest force on any atom (Eh/bohr): 0.095
Gap between HOMO and LUMO (hartree): 0.30897
Calculated total energy (Ha): -2695.8490
HOMO energy (eV): -7.97

```
110
C31H68ClN3O6S, DFT the ωB97M-V functional and the def2-TZVPD basis
C 0.41609 3.95304 4.22802
C 1.10673 5.29348 3.67955
S -0.10863 6.67599 3.30466
C -1.81727 6.17219 3.82021
C -2.65946 5.41072 2.65745
C -1.88339 5.00708 1.30753
O -2.56170 3.93604 0.56539
C -1.75505 3.77488 -0.63971
O -1.08152 2.49903 -0.68606
C 0.17698 2.58555 -1.39518
C 1.37753 3.19014 -0.47293
O 1.80808 2.18644 0.48459
O -3.49771 6.53411 2.16571
C -4.90702 6.38458 2.21445
O -5.69845 7.20921 1.73522
O -5.18197 5.16305 2.90619
C -3.89719 4.47254 3.12679
C -4.00793 4.08642 4.68190
C -3.14677 2.77826 5.06658
C -3.48978 2.31160 6.58395
Cl -4.60069 0.83367 6.57204
H 1.19730 3.13230 4.44116
H -0.34931 3.54045 3.46731
H -0.11473 4.20382 5.21903
H 1.72536 4.98857 2.75962
H 1.83114 5.73230 4.45779
H -2.42025 7.11613 4.09511
H -1.72928 5.56784 4.78135
H -0.81195 4.65432 1.47183
H -1.93963 5.93566 0.62279
H -2.43331 3.86093 -1.56078
H -0.95405 4.58474 -0.74789
H 0.09945 3.11156 -2.41569
H 0.51024 1.50682 -1.64014
H 2.27341 3.40347 -1.15282
H 0.99922 4.15641 0.02678
H 2.48782 1.64381 0.02168
H -4.07951 3.50766 2.52508
H -3.73849 4.98410 5.35845
H -5.10414 3.84040 4.93025
H -3.33353 1.94024 4.31174
H -2.02140 2.99745 5.04502
H -4.04552 3.14958 7.13873
H -2.54375 2.08540 7.19519
C -5.57968 -5.92392 2.79482
C -5.11010 -4.48493 2.96836
N -5.57311 -3.86683 4.20503
C -5.38862 -2.41744 4.23308
C -3.95921 -1.88263 4.19573
C -5.23174 -4.56262 5.44164
C -3.75390 -4.82928 5.72459
H -6.66635 -5.99896 2.88956
H -5.30536 -6.28644 1.80026
H -5.11884 -6.59525 3.52397
H -5.50820 -3.91497 2.12113
H -4.01637 -4.45266 2.87964
H -5.89712 -2.00519 5.11262
H -5.92976 -1.99408 3.37810
H -3.44577 -2.03059 5.14638
H -3.97700 -0.80464 4.00985
H -3.36479 -2.33815 3.40106
H -5.75482 -5.52495 5.44550
H -5.66088 -4.02296 6.29293
H -3.22686 -5.23213 4.85662
H -3.66381 -5.56716 6.52749
H -3.23587 -3.93092 6.06076
C 3.95049 1.22978 -3.18141
C 3.03013 0.24447 -3.88501
N 2.04513 0.88490 -4.74698
C 0.97888 -0.01740 -5.17642
C 1.36569 -1.20172 -6.05795
C 2.56815 1.76815 -5.78488
C 3.56431 1.18135 -6.78401
H 3.37538 1.98308 -2.63496
H 4.57959 0.70067 -2.46000
H 4.61765 1.73997 -3.88061
H 2.50237 -0.31278 -3.10222
H 3.63870 -0.48724 -4.43195
H 0.19760 0.56070 -5.68361
H 0.49013 -0.41138 -4.27685
H 1.60022 -0.89047 -7.07651
H 0.52409 -1.89792 -6.12537
H 2.21487 -1.75866 -5.65660
H 3.04630 2.62299 -5.29446
H 1.73397 2.21171 -6.33936
H 4.34686 0.59277 -6.29944
H 4.05976 1.99341 -7.32444
H 3.07185 0.55845 -7.53083
C 2.86573 -4.41214 -4.06747
C 4.20611 -4.20037 -4.75991
N 5.30354 -3.93911 -3.83607
C 6.50847 -3.43899 -4.49438
C 7.21541 -4.36528 -5.48106
C 5.52936 -4.94362 -2.80135
C 5.79318 -6.38065 -3.24885
H 2.62913 -3.57792 -3.40096
H 2.06911 -4.47948 -4.81364
H 2.84663 -5.33821 -3.48735
H 4.09038 -3.33355 -5.42117
H 4.41350 -5.06152 -5.40819
H 7.22908 -3.11742 -3.73325
H 6.24126 -2.51834 -5.02788
H 7.74951 -5.16849 -4.97235
H 7.96083 -3.79738 -6.04621
H 6.52704 -4.80533 -6.20515
H 4.65689 -4.95140 -2.13929
H 6.35188 -4.62034 -2.15398
H 5.09053 -6.71701 -4.01467
H 5.68478 -7.05443 -2.39371
H 6.80774 -6.50913 -3.62632
```

# 5
A cluster of 2 separate species, C6H12O in total. Source: OMol25; level of theory: the ωB97M-V functional and the def2-TZVPD basis.

LUMO (eV): 0.99
SMILES: CC[C@H]1[C@H]2C[C@@H]12.O
Strongest force on any atom (Eh/bohr): 0.009
Gap between HOMO and LUMO (hartree): 0.38721
Calculated total energy (Ha): -310.9665
HOMO energy (eV): -9.55

```
19
C6H12O, DFT the ωB97M-V functional and the def2-TZVPD basis
C -2.25696 0.02498 -0.41720
C -1.17932 0.25670 0.64315
C 0.17116 0.82430 0.21854
C 1.30642 0.81500 1.19176
C 1.59066 -0.65403 1.24082
C 1.45221 0.05455 -0.05620
O 0.35320 -1.25025 -2.39593
H -2.50913 0.94122 -0.96047
H -1.99541 -0.74219 -1.15366
H -3.17155 -0.30651 0.08507
H -1.01746 -0.68006 1.18508
H -1.56293 0.97321 1.38168
H 0.09891 1.74459 -0.36656
H 0.27353 -0.87069 -1.51080
H 1.91440 1.62935 1.55442
H 0.83251 -1.37364 1.54090
H 2.59836 -0.95024 1.51381
H 2.18814 0.18646 -0.83640
H 0.91325 -0.62276 -2.85798
```

Copy entry 2 word for word.
An isolated molecule of C4H7NO in a non-equilibrium geometry. Source: OMol25; level of theory: the ωB97M-V functional and the def2-TZVPD basis.

LUMO (eV): 0.90
SMILES: O[C@H]1CN2C[C@@H]12
Strongest force on any atom (Eh/bohr): 0.037
Gap between HOMO and LUMO (hartree): 0.37711
Calculated total energy (Ha): -286.4965
HOMO energy (eV): -9.36

```
13
C4H7NO, DFT the ωB97M-V functional and the def2-TZVPD basis
O -0.52807 2.03337 0.26322
C 0.06934 0.82602 0.66572
C -0.40179 -0.77011 0.99969
N 0.53623 -1.23354 -0.03095
C -0.00122 -0.64278 -1.23862
C 0.91001 0.16448 -0.38204
H -0.72198 1.98712 -0.68651
H 0.36488 0.92006 1.68737
H -1.42018 -1.15308 0.89278
H -0.01801 -1.09646 1.98848
H -1.06937 -0.41448 -1.24678
H 0.38963 -1.07251 -2.15146
H 1.89053 0.45191 -0.76090
```

- What is the strongest force on any atom in the fourth record?
  0.095 Eh/bohr

- Which value of strongest force on any atom does entry 5 give?
  0.009 Eh/bohr

- Number 3 is which compound?
  C32H26CrNO4